Record 1
Computed, not measured: a structure of composition C28H36FeN4O2S, with ωB97M-V/def2-TZVPD.

Net charge: +2
Frontier orbital gap (spin up / spin down), eV: 8.981 / 8.323
LUMO level (spin up / spin down), eV: -5.2 / -5.8
Multiplicity: 5
HOMO level (spin up / spin down), eV: -14.13 / -14.13
Relative energy (zero: lowest compared OMol25 entry of this formula, charge and spin), eV: 0.000
⟨S²⟩: 6.01
Total energy, eV: -84888.34223

XYZ file:
```
72
Properties=species:S:1:pos:R:3:mulliken_charge:R:1
Fe -1.67 0.07 -0.39 1.112
C -4.95 -1.55 0.16 -1.373
C -3.46 -1.74 0.09 1.021
C -2.68 -1.67 1.25 -1.073
C -1.31 -1.92 1.22 1.532
C -0.53 -1.92 2.51 -1.641
C -0.70 -2.23 0.00 -1.141
C -1.45 -2.32 -1.18 0.598
C -0.84 -2.77 -2.48 -1.675
C -2.82 -2.04 -1.12 -0.659
H -5.23 -0.52 -0.06 0.167
H -5.33 -1.78 1.15 0.426
H -5.46 -2.19 -0.57 0.432
H -3.16 -1.49 2.20 0.528
H -0.43 -0.91 2.92 0.291
H 0.47 -2.33 2.36 0.355
H -1.04 -2.52 3.26 0.469
H 0.36 -2.47 -0.02 0.505
H -1.10 -2.12 -3.31 0.391
H -1.22 -3.77 -2.73 0.371
H 0.25 -2.84 -2.41 0.385
H -3.42 -2.11 -2.02 0.487
C -2.59 3.77 1.41 -1.452
C -3.01 2.66 0.51 0.601
O -2.65 1.47 0.72 -0.459
N -3.77 2.95 -0.54 0.012
C -4.27 1.93 -1.45 -0.406
C -3.33 1.68 -2.61 0.721
C -3.58 2.23 -3.86 -0.823
C -2.69 2.00 -4.89 -0.427
C -1.58 1.20 -4.65 -1.178
C -1.41 0.68 -3.38 -0.190
N -2.26 0.91 -2.37 0.625
H -2.32 3.36 2.38 0.366
H -3.38 4.51 1.53 0.433
H -1.71 4.26 0.99 0.318
H -4.01 3.92 -0.71 0.254
H -5.25 2.22 -1.81 0.690
H -4.37 1.01 -0.88 -0.751
H -4.47 2.83 -4.02 0.487
H -2.86 2.42 -5.87 0.436
H -0.85 0.99 -5.42 0.473
H -0.55 0.06 -3.15 0.425
C 4.86 1.85 -1.44 -1.231
C 4.95 0.44 -0.83 -0.056
C 3.91 -0.52 -1.38 -1.017
N 2.52 0.01 -1.29 0.107
C 1.83 0.36 -0.25 -0.318
S 0.38 1.31 -0.49 -0.524
N 2.29 0.14 1.02 0.506
C 2.90 -1.04 1.51 0.280
O 2.96 -2.03 0.82 -0.690
C 3.37 -0.96 2.92 0.630
C 3.50 0.25 3.61 -0.244
C 3.93 0.24 4.92 -0.970
C 4.23 -0.96 5.55 -0.362
C 4.11 -2.16 4.87 -0.790
C 3.69 -2.16 3.55 -0.350
H 5.68 2.47 -1.07 0.403
H 3.93 2.35 -1.18 0.256
H 4.95 1.81 -2.53 0.317
H 4.86 0.50 0.26 0.072
H 5.92 0.01 -1.05 0.471
H 3.95 -1.47 -0.87 0.279
H 4.08 -0.71 -2.44 0.569
H 2.09 0.29 -2.16 0.349
H 1.91 0.77 1.70 0.417
H 3.31 1.20 3.13 0.486
H 4.04 1.18 5.45 0.426
H 4.55 -0.96 6.59 0.429
H 4.35 -3.10 5.36 0.420
H 3.61 -3.08 2.99 0.474
```

Record 2
Computed, not measured: a structure of composition C28H36IrN5S3Te in a non-equilibrium geometry, with ωB97M-V/def2-TZVPD.

Net charge: +2
Frontier orbital gap (spin up / spin down), eV: 6.090 / 6.240
LUMO level (spin up / spin down), eV: -6.2 / -7.3
Multiplicity: 5
HOMO level (spin up / spin down), eV: -12.31 / -13.50
Relative energy (zero: lowest compared OMol25 entry of this formula, charge and spin), eV: 1.797
⟨S²⟩: 6.05
Total energy, eV: -79693.40134

XYZ file:
```
74
Properties=species:S:1:pos:R:3:mulliken_charge:R:1
Ir -1.57 -0.54 1.55 1.587
C -3.47 -2.24 3.42 -0.692
C -4.31 -1.13 2.74 -0.606
N -3.58 0.14 2.65 -0.313
C -3.42 0.86 3.93 -0.710
C -2.05 1.55 3.99 -0.806
N -0.97 0.67 3.53 -0.295
C -0.48 -0.35 4.48 -0.747
C -1.43 -1.54 4.65 -0.697
N -2.02 -1.98 3.37 -0.451
H -3.68 -3.18 2.90 0.420
H -3.78 -2.37 4.45 0.358
H -5.25 -1.02 3.29 0.434
H -4.55 -1.43 1.71 0.248
H -4.06 0.75 2.00 0.257
H -3.52 0.15 4.75 0.257
H -4.19 1.62 4.06 0.507
H -1.88 1.91 5.01 0.394
H -2.06 2.40 3.32 0.417
H -0.17 1.26 3.30 0.275
H -0.28 0.08 5.47 0.430
H 0.46 -0.72 4.08 0.217
H -2.23 -1.27 5.34 0.295
H -0.87 -2.35 5.11 0.559
H -1.53 -2.82 3.07 0.387
S 0.88 -0.99 1.37 -0.564
C 1.41 -0.11 0.00 0.372
N 2.72 0.17 -0.14 0.324
C 3.15 0.85 -1.34 -0.755
C 2.40 0.28 -2.54 -0.834
N 0.97 0.41 -2.31 0.210
C 0.15 0.76 -3.45 -1.428
C 0.37 2.19 -3.89 0.789
C 0.03 3.23 -3.04 -0.100
C 0.22 4.54 -3.44 -0.781
C 0.74 4.82 -4.70 -0.437
C 1.08 3.78 -5.54 -0.636
C 0.90 2.46 -5.14 -0.334
C 0.52 0.24 -1.05 0.473
S -1.19 0.46 -0.74 -0.511
C 3.71 -0.06 0.90 -1.674
C 4.68 -1.15 0.52 0.812
C 4.28 -2.48 0.51 -0.158
C 5.19 -3.47 0.19 -0.736
C 6.50 -3.14 -0.12 -0.430
C 6.90 -1.82 -0.12 -0.662
C 5.99 -0.82 0.20 -0.296
H 4.22 0.70 -1.46 0.491
H 2.94 1.92 -1.26 0.320
H 2.66 -0.78 -2.67 0.330
H 2.67 0.83 -3.44 0.497
H -0.90 0.60 -3.20 0.451
H 0.40 0.08 -4.27 0.471
H -0.39 3.02 -2.06 0.304
H -0.06 5.35 -2.78 0.415
H 0.87 5.84 -5.01 0.407
H 1.48 3.99 -6.53 0.406
H 1.16 1.65 -5.81 0.402
H 3.18 -0.33 1.82 0.511
H 4.24 0.88 1.06 0.470
H 3.26 -2.74 0.76 0.334
H 4.88 -4.51 0.19 0.417
H 7.21 -3.92 -0.36 0.404
H 7.92 -1.55 -0.35 0.399
H 6.31 0.21 0.22 0.400
Te -2.05 -1.92 -0.82 0.186
C -3.69 -1.39 -2.01 0.108
C -4.80 -0.64 -1.73 -0.154
C -5.72 -0.64 -2.80 -0.649
C -5.31 -1.40 -3.85 -0.467
S -3.79 -2.13 -3.58 -0.044
H -4.94 -0.09 -0.81 0.398
H -6.65 -0.09 -2.78 0.403
H -5.82 -1.58 -4.78 0.417
```

Record 3
Computed, not measured: an isolated molecule of C28H36N4O5 in a non-equilibrium geometry, with ωB97M-V/def2-TZVPD.

Frontier orbital gap, eV: 9.850
LUMO level, eV: 0.8
Multiplicity: 1
HOMO level, eV: -9.09
SMILES string: CC[C@@H](C)[C@H](NC(=O)OCc1ccccc1)c1nnc([C@@H](NC(=O)OCc2ccccc2)[C@@H](C)CC)o1
Relative energy (zero: lowest compared OMol25 entry of this formula, charge and spin), eV: 0.169
Total energy, eV: -45819.94611

XYZ file:
```
73
Properties=species:S:1:pos:R:3:mulliken_charge:R:1
C 1.76 -3.82 2.67 -1.120
C 0.28 -4.07 2.97 -0.765
C -0.70 -3.40 2.00 0.685
C -2.12 -3.87 2.30 -1.809
C -0.63 -1.86 2.10 0.155
N -1.75 -1.22 1.43 0.117
C -2.62 -0.43 2.11 0.540
O -2.63 -0.28 3.31 -0.662
O -3.49 0.14 1.25 -0.399
C -4.38 1.10 1.81 -1.074
C -3.91 2.52 1.62 0.953
C -4.84 3.54 1.54 -0.606
C -4.43 4.85 1.38 -0.545
C -3.08 5.15 1.29 -0.495
C -2.15 4.13 1.37 -0.746
C -2.56 2.82 1.54 -0.170
C 0.61 -1.30 1.49 -0.044
N 1.35 -0.34 1.94 -0.655
N 2.31 -0.11 1.02 -0.472
C 2.11 -0.94 0.05 -0.153
C 2.86 -1.03 -1.24 0.362
N 2.61 0.18 -2.00 -0.027
C 1.49 0.29 -2.76 0.579
O 0.78 -0.64 -3.06 -0.634
O 1.33 1.56 -3.16 -0.424
C 0.20 1.83 -4.02 -1.026
C -0.99 2.28 -3.22 0.708
C -1.36 3.62 -3.19 -0.684
C -2.46 4.02 -2.45 -0.742
C -3.20 3.10 -1.74 -0.528
C -2.83 1.76 -1.75 -0.358
C -1.73 1.36 -2.49 -0.252
C 4.37 -1.22 -0.99 0.081
C 4.59 -2.47 -0.14 -1.446
C 5.11 -1.31 -2.33 -0.397
C 6.61 -1.12 -2.19 -1.356
O 1.04 -1.73 0.28 -0.265
H 2.03 -2.79 2.86 0.275
H 1.98 -4.07 1.63 0.209
H 2.37 -4.46 3.30 0.510
H 0.06 -3.72 3.98 0.343
H 0.10 -5.14 2.94 0.407
H -0.43 -3.69 0.97 0.264
H -2.82 -3.49 1.57 0.362
H -2.42 -3.51 3.28 0.330
H -2.16 -4.95 2.29 0.513
H -0.68 -1.54 3.14 0.501
H -1.81 -1.25 0.43 0.288
H -4.50 0.88 2.88 0.466
H -5.35 0.94 1.31 0.407
H -5.90 3.31 1.60 0.386
H -5.17 5.64 1.31 0.377
H -2.76 6.17 1.16 0.414
H -1.09 4.36 1.31 0.434
H -1.82 2.04 1.61 0.432
H 2.45 -1.86 -1.82 0.234
H 3.02 1.04 -1.65 0.345
H 0.54 2.61 -4.70 0.436
H -0.03 0.91 -4.57 0.362
H -0.78 4.34 -3.74 0.342
H -2.74 5.07 -2.44 0.394
H -4.06 3.42 -1.17 0.634
H -3.40 1.04 -1.18 0.375
H -1.45 0.31 -2.52 0.515
H 4.72 -0.35 -0.44 0.396
H 4.11 -2.37 0.83 0.284
H 5.65 -2.63 0.04 0.457
H 4.19 -3.35 -0.64 0.315
H 4.90 -2.28 -2.79 0.323
H 4.71 -0.54 -3.00 0.290
H 6.83 -0.17 -1.72 0.335
H 7.05 -1.91 -1.59 0.311
H 7.08 -1.14 -3.17 0.409
```

Which of these has the lowest relative energy (zero: lowest compared OMol25 entry of this formula, charge and spin)? C28H36FeN4O2S